No. 1
# C16H26N6O5S

A single C16H26N6O5S molecule (ωB97M-V/def2-TZVPD, the OMol25 dataset).

Cartesian coordinates (Å):
C 2.22478 -3.19644 -0.10610
S 3.50137 -3.02101 1.16046
C 2.65501 -3.46053 2.71156
C 1.14139 -3.34191 2.56050
O 0.41196 -4.31210 2.46997
N 0.66898 -2.06992 2.54295
C -0.73486 -1.79085 2.31518
C -1.12578 -1.87386 0.85507
O -0.38625 -0.89891 0.14317
C -0.62999 -0.94565 -1.25063
C 0.24711 0.08290 -1.93009
N -0.04859 1.44735 -1.51109
C 0.78055 2.00677 -0.45724
C -1.10036 2.06145 -2.09939
O -1.79205 1.50865 -2.93769
C -1.40693 3.48933 -1.64483
N -2.38804 4.12597 -2.48861
C -3.61467 3.72347 -2.86319
N -4.17559 4.64056 -3.61610
C -3.22021 5.60898 -3.67809
C -3.40394 6.87902 -4.44812
N -4.60210 6.93623 -5.07794
O -2.56362 7.75078 -4.48911
N -2.12275 5.33830 -3.00916
C 3.04126 -4.80639 3.36658
C 3.07978 -4.07435 4.72006
O 4.04479 -4.42525 5.67658
C 3.22431 -2.74061 3.95985
H 2.74445 -3.09749 -1.05838
H 1.75701 -4.17844 -0.06350
H 1.47585 -2.41193 -0.02300
H 1.33539 -1.32196 2.44501
H -1.32316 -2.51210 2.88160
H -0.95071 -0.79291 2.69818
H -0.90653 -2.87566 0.46732
H -2.20209 -1.69176 0.74571
H -0.39099 -1.94273 -1.64463
H -1.68439 -0.73975 -1.46241
H 1.29446 -0.11538 -1.69580
H 0.10871 0.00687 -3.00793
H 0.44542 2.99847 -0.17221
H 0.74024 1.36474 0.42245
H 1.81769 2.08151 -0.79112
H -1.75258 3.47294 -0.60836
H -0.52385 4.12200 -1.69532
H -4.03060 2.77099 -2.58517
H -5.24853 6.17023 -5.00202
H -4.81971 7.74833 -5.62648
H 2.35054 -5.63452 3.23483
H 4.04748 -5.09519 3.05628
H 2.11655 -4.13470 5.22651
H 4.90405 -4.47013 5.24409
H 4.28063 -2.50603 3.80571
H 2.70913 -1.85732 4.33410

## Properties
* LUMO energy: 0.24 eV
* frontier orbital gap: 9.22 eV
* net charge: 0
* HOMO energy: -8.978 eV


No. 2
# C16H26NO2

A gas-phase ion, C16H26NO2 (charge +1) (ωB97M-V/def2-TZVPD, the OMol25 dataset).

Cartesian coordinates (Å):
C 2.07245 -3.77084 0.52189
C 2.06143 -2.16185 0.82942
C 1.56498 -1.52684 -0.25525
C 2.26289 -1.01253 -1.22103
C 2.05593 -0.16890 -2.24367
C 0.70325 -0.06344 -2.68692
C -0.27326 -0.58280 -1.85923
O -1.53141 -0.35342 -2.23597
C -2.60697 -1.19243 -1.41087
C -3.14890 -0.30474 -0.26245
O -2.34232 -0.40097 0.83160
C -2.31560 0.79021 1.58307
C -1.45538 1.68236 1.26217
N -0.17691 1.23627 0.93060
C 0.71322 0.90557 2.22461
C 1.38778 2.47784 2.44638
C 1.42010 3.06389 1.15237
C 0.84724 2.23140 -0.00768
C 0.24037 -1.45130 -0.46044
H 2.35977 -4.24863 1.35038
H 1.04912 -4.05533 0.03954
H 2.89108 -3.74325 -0.31497
H 1.25800 -2.31503 1.69641
H 2.81514 -1.98546 1.17041
H 3.44223 -1.07774 -1.08370
H 2.94566 0.32997 -2.94591
H 0.27522 0.41568 -3.45830
H -3.29920 -1.13049 -2.13046
H -2.41363 -2.33445 -1.04391
H -3.46121 0.88547 -0.70376
H -4.15892 -0.65691 0.17261
H -2.08871 0.33137 2.63517
H -3.45175 0.99803 1.74610
H -1.28929 2.77218 1.87424
H -1.83182 2.18550 0.51991
H -0.44831 0.35079 0.41133
H 1.38507 0.40420 1.63572
H 0.22507 0.69876 2.97347
H 1.09176 3.00972 3.28149
H 2.30934 2.26654 2.68136
H 0.74406 4.05281 1.26423
H 2.25649 3.53439 0.69219
H 1.52717 1.56112 -0.32008
H 0.35210 2.66200 -0.69079
H -0.53588 -1.88321 0.03396

## Properties
* LUMO energy: -2.33 eV
* frontier orbital gap: 8.81 eV
* net charge: +1
* HOMO energy: -11.137 eV


No. 3
# C16H26O5

A single C16H26O5 molecule (ωB97M-V/def2-TZVPD, the OMol25 dataset).

Cartesian coordinates (Å):
C -2.09124 -1.09805 2.20462
O -1.90093 0.18788 1.65720
C -1.32604 1.10999 2.54730
C -0.87623 2.33583 1.74421
C 0.12625 2.02806 0.61621
O -0.54095 1.40508 -0.45805
C 1.36507 1.22958 1.08165
C 2.22536 2.07815 2.01513
C 2.20556 0.72858 -0.12841
O 2.01910 1.46867 -1.30053
C 1.97177 -0.77784 -0.37559
O 0.60398 -1.10937 -0.23981
C 0.25794 -2.33253 -0.84885
C 0.33619 -2.29108 -2.35659
C 0.83935 -3.36630 -3.07541
C 0.90158 -3.31501 -4.45715
C 0.47308 -2.18351 -5.12975
C -0.02432 -1.10548 -4.41685
C -0.09810 -1.15994 -3.03701
O -2.19227 1.42685 3.60830
C -3.41274 2.04544 3.24432
H -2.64974 -1.66752 1.46456
H -1.12645 -1.58194 2.39443
H -2.65791 -1.04876 3.13840
H -0.46973 0.65213 3.06897
H -1.75433 2.77007 1.26331
H -0.46341 3.06386 2.44155
H 0.47203 2.98879 0.21244
H -0.87023 0.55319 -0.13150
H 1.02639 0.33830 1.61297
H 1.66124 2.39113 2.88976
H 2.58244 2.96295 1.49340
H 3.08660 1.50744 2.35490
H 3.27056 0.84472 0.10553
H 1.06571 1.45629 -1.49123
H 2.32428 -1.01223 -1.38785
H 2.56179 -1.36742 0.34432
H -0.77580 -2.52004 -0.53705
H 0.89052 -3.14550 -0.45993
H 1.18317 -4.24762 -2.55164
H 1.29265 -4.15755 -5.00852
H 0.52955 -2.14147 -6.20748
H -0.35656 -0.21924 -4.93660
H -0.48372 -0.32123 -2.47650
H -3.83185 1.58531 2.34597
H -4.08944 1.89229 4.08339
H -3.28022 3.11901 3.07945

## Properties
* LUMO energy: 0.79 eV
* frontier orbital gap: 10.03 eV
* net charge: 0
* HOMO energy: -9.238 eV


No. 4
# C16H27BNO9

3 unconnected molecules or ions with the total composition C16H27BNO9 (ωB97M-V/def2-TZVPD, the OMol25 dataset).

Cartesian coordinates (Å):
C -0.06727 0.84263 0.59198
C 0.46316 -0.38499 0.59707
B 0.66581 -1.30110 -0.72942
C -0.27733 -2.67169 -0.65152
C -1.12474 -2.86281 0.61210
C -2.17963 -3.94617 0.47692
O -3.12637 -3.64988 -0.58409
C -3.73229 -2.45083 -0.51945
C -3.81242 -1.76878 -1.85779
O -4.15323 -1.96837 0.50296
C 2.24723 -1.66194 -1.04661
C 2.87693 -2.67867 -0.06240
C 3.47577 -3.89232 -0.72327
N 4.43443 -3.63495 -1.75523
O 3.21803 -5.03404 -0.42043
H 0.01752 1.44319 -0.30934
H -0.68388 1.25424 1.38793
H 0.69832 -0.77295 1.59835
H 0.27702 -0.62147 -1.69368
H -0.95254 -2.66407 -1.51385
H 0.32580 -3.58454 -0.76829
H -0.48009 -3.17981 1.43971
H -1.60082 -1.93146 0.92305
H -2.72116 -4.14047 1.40567
H -1.70506 -4.87301 0.15798
H -3.57188 -2.45265 -2.66523
H -3.08857 -0.95359 -1.85458
H -4.80805 -1.35079 -1.99561
H 2.28144 -2.06297 -2.06790
H 2.80996 -0.72534 -1.03940
H 3.70596 -2.20352 0.47747
H 2.15004 -3.04759 0.66218
H 3.99492 -3.76646 -2.65985
H 4.67261 -2.64743 -1.72021
C 3.38087 4.62061 -1.16361
C 1.99084 4.16290 -0.75406
O 2.11151 2.74665 -0.84559
C 3.40818 2.40259 -0.71118
O 3.80321 1.29626 -0.56072
O 4.19685 3.51739 -0.76724
H 3.71238 5.52537 -0.65998
H 3.47010 4.75212 -2.24445
H 1.74165 4.42946 0.27429
H 1.19907 4.51017 -1.41189
C -3.91560 3.72104 2.42586
C -2.77364 3.10102 3.21042
O -1.64759 3.42301 2.39658
C -1.94221 4.49942 1.64372
O -1.16582 5.10997 0.98205
O -3.26351 4.80015 1.74699
H -4.71856 4.10670 3.04831
H -4.32498 3.03536 1.68276
H -2.64160 3.56161 4.19167
H -2.85073 2.02285 3.32085

## Properties
* LUMO energy: 2.41 eV
* frontier orbital gap: 6.59 eV
* net charge: -1
* HOMO energy: -4.176 eV


No. 5
# C16H27BO14

4 unconnected molecules or ions with the total composition C16H27BO14 (ωB97M-V/def2-TZVPD, the OMol25 dataset).

Cartesian coordinates (Å):
C -0.69591 -1.83870 3.76522
O 0.52882 -1.33014 3.28513
C 0.45154 -0.81114 1.97496
C -0.34841 0.50978 1.87360
C -1.28347 0.57237 0.65854
C -2.30091 -0.54908 0.55077
C -3.33530 -0.58790 1.66529
O -4.31437 0.47305 1.45481
C -4.04631 1.57257 2.14530
O -4.23333 2.62331 1.72819
B -4.12280 -1.97564 1.58738
O -3.47794 -3.17151 1.35222
O -5.44785 -1.99953 1.81033
H -1.35840 -2.15992 2.96707
H -0.46972 -2.70256 4.37108
H -1.21886 -1.08225 4.35005
H 1.48410 -0.58934 1.69255
H 0.10653 -1.56537 1.27172
H 0.39001 1.28318 1.71532
H -0.87951 0.71339 2.79621
H -0.63603 0.49005 -0.20977
H -1.73775 1.55571 0.60905
H -1.80581 -1.49791 0.46054
H -2.83663 -0.40861 -0.38355
H -2.91187 -0.50858 2.66178
H -3.68093 1.46821 3.17657
H -3.30174 -3.33373 0.41577
H -5.75390 -2.90886 1.70683
O -1.46960 -3.66161 -0.83490
C -0.73132 -3.09182 -1.57642
O -0.14549 -3.65654 -2.65698
C 0.46182 -2.61128 -3.42632
C 0.67782 -1.53102 -2.39486
O -0.37678 -1.78951 -1.45538
H 1.38712 -2.95318 -3.88195
H -0.23203 -2.30917 -4.21373
H 1.63665 -1.62247 -1.88327
H 0.59148 -0.53302 -2.80187
O 3.76060 -1.30274 0.48776
C 4.17588 -0.21143 0.69460
O 3.71773 0.91400 0.09180
C 4.29666 2.03645 0.75916
C 5.54634 1.44353 1.37018
O 5.17481 0.07796 1.56669
H 4.50568 2.83695 0.05355
H 3.59427 2.39936 1.51243
H 6.40228 1.48199 0.69343
H 5.81953 1.90764 2.31473
O 2.41958 0.92999 -2.92214
C 1.72437 1.84608 -3.21943
O 1.40086 2.19193 -4.49196
C 0.37018 3.18403 -4.43122
C 0.57204 3.77919 -3.05664
O 1.13871 2.68562 -2.32884
H 0.48759 3.91014 -5.23151
H -0.59840 2.69186 -4.53596
H 1.28364 4.60686 -3.05856
H -0.35529 4.10935 -2.59535

## Properties
* LUMO energy: 0.25 eV
* frontier orbital gap: 9.53 eV
* net charge: 0
* HOMO energy: -9.276 eV